Molecular formula: C22H30N4O3
Method: DFT, ωB97M-V with the def2-TZVPD basis set

## Properties
* energy relative to the best compared isomer or geometry (same formula, charge and spin): 486.7 kcal/mol
* lowest unoccupied orbital energy: 0.24 eV
* HOMO level: -7.36 eV
* multiplicity: 1
* M: 398.51 g/mol

Geometry as XYZ:
```
59
Properties=species:S:1:pos:R:3:lowdin_charge:R:1
C 1.2611 3.8490 1.3299 -0.0293
H 0.9450 4.2122 2.2060 0.0457
O 1.0662 2.4299 0.9586 -0.1378
C 1.8358 1.6394 1.8459 -0.1062
C 2.8314 2.1832 2.8274 0.0999
C 3.4465 1.1077 3.7261 0.0436
C 3.2489 -0.2395 3.5756 -0.0915
C 2.5035 -0.7077 2.3128 0.0927
C 1.7697 0.1960 1.6160 -0.1391
O 0.8335 -0.2709 0.6823 0.0088
C -0.3794 0.0644 0.3681 -0.5616
C -1.3236 -0.9213 0.4076 -0.0911
C -2.7481 -0.0500 -0.0522 -0.2007
N -2.8377 0.2548 -1.3513 -0.1746
C -1.6682 1.3984 -1.4974 -0.0770
C -0.4081 0.8618 -0.8890 -0.1549
H 0.2787 1.8540 -1.0014 0.1714
H -0.0540 0.1337 -1.6331 0.1227
H -1.7840 1.6787 -2.5913 0.1352
H -2.1259 2.1023 -0.6688 0.1479
C -2.6555 -0.6141 -2.4538 -0.2954
C -3.1180 -0.1131 -3.5673 -0.1896
C -4.2509 0.6638 -4.0136 -0.4156
N -4.1676 1.0735 -5.1675 -0.0540
N -2.7865 0.6016 -6.0705 0.1874
C -2.3943 0.0347 -4.9838 -0.1712
H -1.4011 -0.2543 -5.0649 0.0724
C -5.0075 1.8195 -6.1740 0.0083
H -6.0037 1.4727 -5.9905 0.0751
H -4.6655 2.0860 -7.0468 0.0154
H -5.0928 2.8590 -5.7144 0.1040
C -5.2586 1.2007 -3.2315 -0.0425
H -6.3151 0.6187 -3.5313 0.1569
H -5.1285 0.9978 -2.1107 0.0982
H -5.5274 2.2890 -3.1723 0.1000
H -3.5646 -1.5833 -2.2696 0.2024
H -1.6749 -1.0962 -2.6624 0.1374
H -3.7725 -1.1019 0.1786 0.1886
H -3.1184 0.4871 0.6963 0.0377
H -1.1578 -1.8107 -0.1179 0.0944
H -1.7148 -1.1546 1.5241 0.1601
H -0.7293 0.9031 1.3363 0.2216
H 2.2592 -1.7357 2.2761 0.1068
C 4.1154 -1.1518 4.2749 -0.4840
O 4.5860 -1.0900 5.3210 0.1443
N 4.2951 -2.3374 3.4605 0.1031
C 5.0608 -3.3585 4.1821 -0.2301
C 6.0223 -4.0956 3.3534 -0.2566
C 4.9145 -4.9654 3.7191 -0.1360
H 4.9601 -5.7424 4.7236 0.1583
H 4.1175 -5.1365 3.0285 0.0590
H 7.0833 -4.5762 3.7801 0.1460
H 6.1768 -4.0241 2.1117 0.1626
H 5.2664 -3.1313 5.2446 0.1405
H 3.9629 -2.4993 2.6120 0.0437
H 3.9368 1.2381 4.4909 0.0175
H 2.9505 3.0921 3.0940 0.0080
H 2.4175 4.1042 1.2293 0.1411
H 0.6891 4.2549 0.5339 0.0802
```